## a
Here is a molecular structure, C4H2ClFS from OMol25. Energies are from wB97M-V/def2-TZVPD.

Positions of all 9 atoms, in Å:
1 C -0.34 0.87 -0.02
2 C -0.68 -0.49 -0.04
3 C -1.16 1.92 0.34
4 C -3.50 -0.55 -0.60
5 F -4.60 -0.77 0.10
6 S -2.12 -1.37 0.21
7 Cl -2.82 1.59 -0.02
8 H 0.72 1.08 -0.03
9 H 0.15 -1.19 0.05

Calculated values
Gap between HOMO and LUMO   0.2629 Eh



## b
Here is 2 unconnected molecules or ions with the total composition C4H2ClFS from OMol25. Energies are from wB97M-V/def2-TZVPD.

Positions of all 9 atoms, in Å:
1 C -2.43 1.00 1.40
2 C 2.84 -0.56 -1.02
3 C -1.95 0.34 0.37
4 C 1.93 -0.05 -0.43
5 F -2.35 0.13 -0.86
6 S -1.92 1.67 2.83
7 Cl 0.67 0.68 0.33
8 H -3.52 0.88 1.42
9 H 3.65 -1.02 -1.50

Calculated values
Gap between HOMO and LUMO (spin up / spin down)   0.2914 / 0.2422 Eh



Which of them is most stable, and which least? Most stable: a; least stable: b.



## a
Here is 15 unconnected molecules or ions with the total composition H31O15 from OMol25. Energies are from wB97M-V/def2-TZVPD.

Positions of all 46 atoms, in Å:
1 O -2.36 -1.23 0.53
2 H 0.69 -0.70 -3.53
3 H -3.19 -1.66 0.87
4 O 1.05 2.00 3.16
5 H 0.70 -1.34 -0.40
6 H 1.33 2.78 2.64
7 O 0.54 2.36 -2.54
8 H 0.16 3.19 0.29
9 H -2.42 -4.05 1.05
10 O 2.83 0.12 0.59
11 H -2.40 1.72 2.88
12 H 2.57 -0.07 -0.57
13 O 1.02 0.20 -3.68
14 H 2.65 -0.69 1.14
15 H 0.99 0.67 -4.63
16 O 1.00 -0.51 2.22
17 H 0.56 2.64 -3.46
18 H -0.43 2.24 -2.56
19 O 1.03 3.48 0.42
20 H 0.55 -1.07 2.91
21 H -2.44 2.42 -0.46
22 O 2.56 -3.04 -1.33
23 H 0.15 2.27 3.19
24 H -1.50 3.58 -0.11
25 O -1.52 1.49 3.18
26 H 1.98 -3.60 -0.89
27 H -2.90 0.74 0.01
28 O 2.73 0.42 -1.79
29 H 2.89 -3.75 -1.97
30 O 0.90 -0.53 -0.91
31 H 0.19 0.10 -0.89
32 H 2.55 -0.30 -2.43
33 O -1.54 2.69 -0.37
34 H -1.72 0.70 3.70
35 H 0.60 0.36 2.26
36 O -3.43 1.18 0.64
37 H 1.48 3.36 -0.46
38 H -3.92 0.66 1.32
39 O -1.58 -3.91 1.65
40 H -1.78 -1.99 0.02
41 H -1.19 -3.73 -0.33
42 O -0.97 -3.38 -1.17
43 H -0.72 -4.07 -1.77
44 H 2.07 0.69 1.08
45 H 1.98 1.12 -2.01
46 H -1.76 -3.53 2.51

Calculated values
Net charge   +1
Gap between HOMO and LUMO   0.3944 Eh



## b
Here is 15 unconnected molecules or ions with the total composition H31O15 from OMol25. Energies are from wB97M-V/def2-TZVPD.

Positions of all 46 atoms, in Å:
1 O -1.06 0.15 4.24
2 H -0.51 3.20 -0.63
3 H -0.65 -0.56 3.89
4 O 0.73 -4.01 -1.12
5 H 0.16 -4.83 -0.77
6 H 1.60 -4.60 -0.98
7 O -0.18 3.22 0.19
8 H 1.23 -0.28 2.63
9 H 0.06 4.01 0.60
10 O -3.27 -0.40 -0.11
11 H -3.70 0.01 -0.87
12 H -3.20 0.10 0.64
13 O 0.01 -2.50 -2.64
14 H -0.47 -2.41 -3.48
15 H 0.58 -3.29 -2.68
16 O 0.83 -1.11 2.53
17 H -0.97 0.89 -3.25
18 H -2.90 2.69 -1.74
19 O -0.40 1.68 -2.78
20 H 4.23 -2.30 -0.34
21 H -2.30 1.68 -2.60
22 O 1.39 -0.34 0.33
23 H 0.25 -1.34 0.37
24 H 1.90 0.40 0.76
25 O -3.02 2.22 -2.59
26 H 1.55 -1.71 2.44
27 H -2.37 0.16 -4.50
28 O 2.78 1.81 0.80
29 H 0.85 1.54 3.66
30 O -2.26 1.19 2.35
31 H -1.78 0.75 3.14
32 H -1.61 1.75 1.85
33 O 3.51 -1.62 -0.56
34 H 2.06 -0.99 0.11
35 H 4.10 -0.89 -0.69
36 O -1.49 0.05 -4.29
37 H -0.34 1.40 -1.95
38 H -0.80 0.35 -4.98
39 O 1.51 2.10 3.27
40 H -0.72 0.11 5.08
41 H 1.52 2.95 3.78
42 O -0.68 -1.90 -0.14
43 H -0.19 -1.90 -1.21
44 H -1.44 -1.33 -0.41
45 H 3.48 1.69 1.31
46 H 2.01 2.19 1.38

Calculated values
Net charge   +1
Gap between HOMO and LUMO   0.3741 Eh



Which of them is most stable, and which least? Most stable: a; least stable: b.



## a
Here is CH3BrN2O in the gas phase from OMol25. Energies are from wB97M-V/def2-TZVPD.

Positions of all 8 atoms, in Å:
1 H 1.57 1.84 0.08
2 N 1.64 1.25 -0.76
3 N 0.90 0.29 -0.66
4 O 0.08 0.25 0.54
5 C -0.76 -0.78 0.37
6 Br -2.06 -0.35 -0.89
7 H -1.21 -0.91 1.36
8 H -0.17 -1.60 -0.03

Calculated values
Gap between HOMO and LUMO   0.3953 Eh
SMILES string   [H]/N=N\OCBr



## b
Here is 2 unconnected molecules or ions with the total composition CH3BrN2O from OMol25. Energies are from wB97M-V/def2-TZVPD.

Positions of all 8 atoms, in Å:
1 C 0.02 -0.17 0.64
2 N -0.55 0.74 -2.50
3 N -0.45 1.15 -1.35
4 O -0.71 -0.38 -2.94
5 Br 0.69 0.80 2.02
6 H 0.70 -0.82 -0.07
7 H -0.87 -0.52 0.95
8 H -0.65 2.15 -1.21

Calculated values
Gap between HOMO and LUMO (spin up / spin down)   0.2539 / 0.3474 Eh



Which of them is most stable, and which least? Most stable: a; least stable: b.



## a
Here is 2 unconnected molecules or ions with the total composition C3H4NO from OMol25. Energies are from wB97M-V/def2-TZVPD.

Positions of all 9 atoms, in Å:
1 C 2.67 -0.10 -0.32
2 C 1.50 -0.48 -0.09
3 C 0.26 -1.06 -0.17
4 N -2.66 -0.60 0.60
5 O -3.48 -0.13 -0.21
6 H 3.67 0.19 -0.08
7 H 0.17 -2.11 -0.17
8 H -0.76 -0.59 -0.03
9 H -2.88 -0.02 1.50

Calculated values
Net charge   -1
Gap between HOMO and LUMO (spin up / spin down)   0.2725 / 0.1440 Eh



## b
Here is a molecular structure, C3H4NO from OMol25. Energies are from wB97M-V/def2-TZVPD.

Positions of all 9 atoms, in Å:
1 C 0.00 0.26 -0.16
2 C -1.01 1.15 -0.03
3 C -0.09 -1.21 -0.09
4 N 1.25 0.15 0.29
5 O 2.39 0.05 -0.16
6 H -0.89 2.15 0.30
7 H -2.08 0.95 -0.31
8 H -0.05 -1.60 0.92
9 H 0.48 -1.91 -0.76

Calculated values
Net charge   -1
Gap between HOMO and LUMO (spin up / spin down)   0.2486 / 0.2486 Eh



Which of them is most stable, and which least? Most stable: b; least stable: a.



## a
Here is 2 unconnected molecules or ions with the total composition C5H12N2 from OMol25. Energies are from wB97M-V/def2-TZVPD.

Positions of all 19 atoms, in Å:
1 C -1.74 2.68 -0.96
2 C -1.55 1.33 -1.10
3 N -2.48 0.45 -1.57
4 H -2.69 3.17 -1.17
5 H -0.95 3.34 -0.65
6 H -0.56 0.91 -0.94
7 H -3.38 0.94 -1.65
8 H -2.60 -0.33 -0.93
9 C 1.81 -2.51 0.11
10 C 1.97 -1.24 0.96
11 C 0.49 0.51 1.33
12 N 1.09 -0.19 0.48
13 H 2.42 -3.28 0.56
14 H 0.76 -2.82 0.11
15 H 2.15 -2.32 -0.90
16 H 2.99 -0.86 0.89
17 H 1.81 -1.48 2.03
18 H 0.54 0.33 2.40
19 H -0.10 1.37 1.01

Calculated values
2S+1   2
Net charge   +1
Gap between HOMO and LUMO (spin up / spin down)   0.3343 / 0.1851 Eh



## b
Here is a gas-phase ion, C5H12N2 (charge +1) from OMol25. Energies are from wB97M-V/def2-TZVPD.

Positions of all 19 atoms, in Å:
1 N -1.34 0.58 -0.73
2 C -0.45 1.61 -1.41
3 C 1.02 1.52 -0.92
4 C 1.12 0.13 -0.09
5 C -0.26 -0.03 0.46
6 C -0.61 -1.41 0.84
7 N 0.46 -2.18 1.69
8 H -2.12 1.09 -0.25
9 H -0.87 2.64 -1.18
10 H -0.53 1.43 -2.57
11 H 1.83 1.45 -1.63
12 H 1.26 2.34 -0.30
13 H 1.90 0.17 0.84
14 H 1.27 -0.63 -0.85
15 H -0.35 0.64 1.32
16 H -0.94 -2.02 -0.01
17 H -1.36 -1.35 1.53
18 H 1.27 -2.45 1.18
19 H -0.17 -3.07 1.88

Calculated values
2S+1   2
Net charge   +1
Gap between HOMO and LUMO (spin up / spin down)   0.3771 / 0.1906 Eh



Which of them is most stable, and which least? Most stable: a; least stable: b.



## a
Here is C4H3FO in the gas phase from OMol25. Energies are from wB97M-V/def2-TZVPD.

Positions of all 9 atoms, in Å:
1 O -1.86 -1.37 -0.28
2 C -0.89 -0.76 -0.04
3 C 0.50 -0.94 0.53
4 C 1.03 0.19 0.06
5 C -0.33 0.79 -0.47
6 F -0.76 1.86 0.27
7 H 0.91 -1.71 1.18
8 H 1.90 0.75 0.30
9 H -0.50 1.19 -1.55

Calculated values
Gap between HOMO and LUMO   0.3628 Eh
SMILES string   O=C1C=C[C@@H]1F



## b
Here is C4H3FO in the gas phase from OMol25. Energies are from wB97M-V/def2-TZVPD.

Positions of all 9 atoms, in Å:
1 C 2.20 -0.66 -0.01
2 C 1.17 -0.02 0.01
3 C -0.02 0.79 -0.02
4 O -0.03 1.98 -0.01
5 C -1.39 0.00 0.00
6 F -1.15 -1.37 -0.01
7 H 3.15 -1.18 0.01
8 H -1.94 0.26 0.92
9 H -1.99 0.19 -0.90

Calculated values
Gap between HOMO and LUMO   0.3905 Eh
SMILES string   C#CC(=O)CF



## c
Here is C4H3FO in the gas phase from OMol25. Energies are from wB97M-V/def2-TZVPD.

Positions of all 9 atoms, in Å:
1 C -1.20 -0.95 0.77
2 C -0.36 -0.50 -0.15
3 F -0.51 -0.96 -1.49
4 C 0.67 0.48 -0.17
5 C 1.37 1.25 -0.91
6 O 0.99 1.55 0.64
7 H -2.19 -1.34 0.56
8 H -1.18 -0.77 1.81
9 H 2.42 1.23 -1.06

Calculated values
Gap between HOMO and LUMO (spin up / spin down)   0.2960 / 0.2962 Eh
SMILES string   C=C(F)C1=CO1



Which of them is most stable, and which least? Most stable: a; least stable: c.